Record 1
DFT (ωB97M-V with the def2-TZVPD basis set) results for a single CH6NOPS2 molecule.

```
12
Properties=species:S:1:pos:R:3:forces:R:3:lowdin_charge:R:1
C -1.5668 -1.5572 0.1471 0.065 -2.911 2.868 -0.47
N 2.0463 1.0281 -0.1855 -2.021 -1.143 -1.305 -0.17
O -0.2901 1.7773 0.5555 -0.014 0.891 1.305 -0.28
P 0.3226 0.6538 -0.3597 2.664 -0.393 -0.125 -0.07
S -0.3338 0.7393 -2.1823 0.310 -0.321 0.910 0.25
S 0.1339 -1.2286 0.7169 -0.244 1.560 -0.712 0.55
H -1.4960 -2.6193 -0.1587 -0.458 0.645 -0.128 0.03
H -1.7744 -0.9439 -0.6421 -0.677 1.414 -2.155 -0.08
H -2.3557 -1.4908 0.9477 1.015 0.183 -0.670 0.06
H 2.5067 0.3576 -0.8310 0.313 0.901 1.124 0.04
H 2.4755 1.2673 0.7143 -0.198 -0.704 -0.650 0.04
H 0.3317 2.0164 1.2778 -0.756 -0.122 -0.462 0.09
```
Positions in Å, forces in eV/Å.

**HOMO-LUMO gap**: 9.29 eV
**Energy above the lowest of the compared OMol25 structures with the same formula, charge and spin**: 2.1 kcal/mol
**Highest occupied orbital energy**: -0.3301 Eh
**Energy**: -1309.4832 Eh
**SMILES**: CS[P@](N)(O)=S
**Multiplicity**: 1

Record 2
DFT (ωB97M-V with the def2-TZVPD basis set) results for a gas-phase ion, CH6NOSi (charge -1).

```
10
Properties=species:S:1:pos:R:3:forces:R:3:lowdin_charge:R:1
C -1.2900 0.3281 0.1162 -0.395 3.214 0.350 -0.29
N 1.8955 -0.3446 0.3275 -0.018 1.333 -0.407 -0.22
O 1.2564 1.1055 0.4497 0.239 -1.616 -1.158 -0.47
Si 0.3621 -0.2465 -0.5057 1.612 -0.710 0.720 0.16
H -1.1187 1.0894 0.9242 0.168 -0.870 -0.305 0.02
H -1.7808 1.0216 -0.5847 -0.056 -0.303 -0.427 0.00
H -2.0497 -0.3153 0.4675 -0.628 -1.252 0.166 -0.03
H 1.8477 -0.6707 1.2590 -0.122 -0.441 1.343 -0.03
H -0.1093 -1.7451 -0.5716 0.175 -0.061 -0.157 -0.09
H 0.9868 -0.2223 -1.8821 -0.975 0.707 -0.127 -0.06
```
Positions in Å, forces in eV/Å.

**HOMO-LUMO gap**: 7.50 eV
**Net charge**: -1
**Energy above the lowest of the compared OMol25 structures with the same formula, charge and spin**: 56.4 kcal/mol
**Highest occupied orbital energy**: -0.1073 Eh
**Energy**: -461.1292 Eh
**Multiplicity**: 1

Record 3
DFT (ωB97M-V with the def2-TZVPD basis set) results for 2 unconnected molecules or ions with the total composition CH6NPS.

```
10
Properties=species:S:1:pos:R:3:forces:R:3:lowdin_charge:R:1
C -0.5586 -0.8276 -2.0053 2.993 -1.965 -2.094 -0.62
N 0.2487 0.4777 2.5346 3.514 1.932 -1.508 -0.29
P 1.3700 1.1646 1.4579 0.179 -1.286 0.028 0.72
S 0.8187 0.1933 -1.7374 1.370 1.046 0.678 0.44
H -1.3601 -0.3505 -2.3467 -3.944 2.195 -0.053 -0.04
H -0.5953 -1.5706 -1.2812 -0.855 -1.164 1.460 0.00
H -0.3907 -1.4014 -2.9602 0.657 0.076 0.680 0.05
H 0.5718 -0.3509 2.8841 0.840 -2.412 1.288 -0.03
H -0.6870 0.5496 2.5639 -3.810 0.627 -0.178 -0.02
H 0.5826 2.1157 0.8902 -0.943 0.952 -0.302 -0.21
```
Positions in Å, forces in eV/Å.

**HOMO-LUMO gap (alpha / beta)**: 8.16 / 6.05 eV
**Energy above the lowest of the compared OMol25 structures with the same formula, charge and spin**: 76.0 kcal/mol
**Highest occupied orbital energy (alpha / beta)**: -0.3110 / -0.2703 Eh
**Energy**: -835.8811 Eh
**Multiplicity**: 1

Record 4
DFT (ωB97M-V with the def2-TZVPD basis set) results for a molecular structure, CH6Na7O6.

```
20
Properties=species:S:1:pos:R:3:forces:R:3:lowdin_charge:R:1
Na -0.2322 -13.3562 -0.2197 0.063 -1.041 -0.691 0.85
Na -5.8620 -9.5287 0.9401 -1.301 -0.022 -0.424 0.91
Na -3.7154 -11.1155 3.1948 -0.618 -0.176 0.219 0.86
Na -0.2265 -10.9156 2.4845 0.831 0.297 0.266 0.89
Na -2.4400 -9.1147 -0.0946 -0.025 0.450 -0.770 0.87
Na -2.6547 -12.1149 -3.0362 -0.436 -0.392 -0.853 0.82
Na -1.9436 -13.8160 3.3141 -0.141 -1.408 0.127 0.90
C -2.8971 -12.0943 0.2605 -0.525 -1.824 -0.342 -0.82
O -2.5606 -12.9642 -0.5996 0.323 2.071 0.331 -0.04
O -2.2216 -12.1249 1.4297 0.533 1.249 1.202 -0.23
O -3.9100 -11.2948 0.1240 1.418 0.907 0.927 -0.11
O -2.5796 -15.9458 -0.9184 0.614 0.134 0.074 -0.02
H -3.4554 -16.2895 -1.1331 -0.026 -0.115 0.036 0.07
H -2.6901 -15.0506 -0.6052 -0.688 0.071 -0.063 -0.05
O -4.3338 -10.5238 -2.6483 0.833 0.036 0.782 -0.02
H -4.4064 -10.7859 -1.7188 -0.466 -0.155 -0.055 0.00
H -4.6353 -9.6081 -2.6975 -0.232 -0.036 -0.677 0.09
O -5.7713 -13.7638 -0.3692 0.161 0.184 0.170 0.00
H -5.7397 -13.7157 -1.3322 -0.272 -0.204 -0.048 0.06
H -5.0692 -13.1853 -0.0659 -0.046 -0.027 -0.212 -0.03
```
Positions in Å, forces in eV/Å.

**HOMO-LUMO gap**: 5.21 eV
**Net charge**: +5
**Energy above the lowest of the compared OMol25 structures with the same formula, charge and spin**: 51.1 kcal/mol
**Highest occupied orbital energy**: -0.8727 Eh
**Energy**: -1627.3117 Eh
**Multiplicity**: 1

Record 5
DFT (ωB97M-V with the def2-TZVPD basis set) results for 2 unconnected molecules or ions with the total composition CH6O2.

```
9
Properties=species:S:1:pos:R:3:forces:R:3:lowdin_charge:R:1
C 0.1138 -1.6445 -0.3825 0.182 0.478 2.760 -0.05
H 0.7786 -1.6871 0.5728 -0.973 -0.426 -1.563 0.05
H 0.1436 -0.5364 -0.5898 -0.322 -1.802 -0.921 0.00
H -0.9145 -1.9856 -0.0434 1.173 0.636 -0.582 0.04
H 0.5017 -2.3467 -1.1301 -0.022 0.705 0.040 0.02
H 0.1159 0.7623 0.3843 0.573 -3.727 5.513 -0.03
H 0.0040 3.2948 0.8622 -0.619 -2.159 -1.198 0.14
O -0.0885 1.4850 -0.0712 0.209 4.830 -6.488 -0.08
O -0.6546 2.6581 0.3977 -0.202 1.465 2.439 -0.08
```
Positions in Å, forces in eV/Å.

**HOMO-LUMO gap**: 11.58 eV
**Energy above the lowest of the compared OMol25 structures with the same formula, charge and spin**: 91.6 kcal/mol
**Highest occupied orbital energy**: -0.3922 Eh
**Energy**: -192.0122 Eh
**SMILES**: OO.C
**Multiplicity**: 1

Record 6
DFT (ωB97M-V with the def2-TZVPD basis set) results for 3 unconnected molecules or ions with the total composition CH6O3.

```
10
Properties=species:S:1:pos:R:3:forces:R:3:lowdin_charge:R:1
O -0.2842 -0.5714 -0.3765 -2.620 2.781 1.765 -0.06
C -1.1757 0.1401 0.1426 1.447 -2.634 -2.506 -0.05
H -1.2309 0.6916 1.0434 1.463 0.524 1.506 0.07
H -2.1599 0.2159 -0.2919 -0.520 -0.246 -1.044 0.08
H 1.3047 1.5412 -0.6533 -2.001 1.918 0.820 0.11
H 0.7049 2.6973 -1.3475 -0.099 1.615 -2.473 -0.01
O 0.6229 2.3121 -0.5187 2.053 -3.466 1.662 -0.07
H 0.9145 -1.5392 0.5254 -0.569 -1.207 0.012 0.00
H 0.2818 -3.0297 0.6245 -0.011 0.684 -0.257 0.03
O 1.0219 -2.4578 0.8519 0.859 0.031 0.515 -0.09
```
Positions in Å, forces in eV/Å.

**HOMO-LUMO gap**: 10.84 eV
**Energy above the lowest of the compared OMol25 structures with the same formula, charge and spin**: 16.9 kcal/mol
**Highest occupied orbital energy**: -0.3909 Eh
**Energy**: -267.3603 Eh
**SMILES**: C=O.O.O
**Multiplicity**: 1

Record 7
DFT (ωB97M-V with the def2-TZVPD basis set) results for 2 unconnected molecules or ions with the total composition CH6OP2.

```
10
Properties=species:S:1:pos:R:3:forces:R:3:lowdin_charge:R:1
C -1.9874 0.0083 -0.3147 1.325 -5.446 -0.741 0.06
O 2.0255 1.9694 -0.4591 -0.196 0.295 0.622 -0.54
P 1.7877 -1.0983 -0.2357 -1.331 0.749 0.581 0.54
P 1.2008 1.0049 0.3309 0.246 -1.065 -0.937 0.47
H -2.1532 -0.9788 0.1819 0.019 0.962 -0.267 0.01
H -2.3179 0.7914 0.1940 -1.143 3.650 1.378 -0.08
H -1.4171 -0.1544 -1.2087 -0.098 0.998 -0.349 -0.04
H 0.6508 -0.9964 -1.1098 0.497 -0.510 0.082 -0.19
H 0.9392 -1.4995 0.8757 0.360 -0.083 -0.569 -0.15
H 1.2718 0.9534 1.7455 0.321 0.451 0.201 -0.08
```
Positions in Å, forces in eV/Å.

**HOMO-LUMO gap (alpha / beta)**: 7.73 / 8.31 eV
**Energy above the lowest of the compared OMol25 structures with the same formula, charge and spin**: 90.9 kcal/mol
**Highest occupied orbital energy (alpha / beta)**: -0.3364 / -0.3145 Eh
**Energy**: -799.4934 Eh
**Multiplicity**: 1

Record 8
DFT (ωB97M-V with the def2-TZVPD basis set) results for 2 unconnected molecules or ions with the total composition CH6OS.

```
9
Properties=species:S:1:pos:R:3:forces:R:3:lowdin_charge:R:1
C -1.2602 2.9607 -1.2418 0.175 0.096 -0.409 -0.49
S -0.8571 1.4031 -2.0710 -0.305 -0.346 -0.150 0.61
H -0.7045 3.0908 -0.3403 0.320 -0.152 0.706 0.02
H -0.9859 3.7848 -1.8877 -0.241 0.203 -0.150 0.02
H -2.3189 2.9765 -0.9996 -0.013 -0.018 -0.141 0.02
H 0.3565 1.1573 -1.5723 0.066 0.218 0.144 -0.17
H 3.1393 -5.2666 3.9449 -0.028 -0.016 0.345 0.03
H 1.7252 -4.7833 4.0963 0.028 -0.033 0.300 0.03
O 2.4765 -5.0831 4.6267 -0.001 0.049 -0.645 -0.07
```
Positions in Å, forces in eV/Å.

**HOMO-LUMO gap**: 10.10 eV
**Energy above the lowest of the compared OMol25 structures with the same formula, charge and spin**: 3.5 kcal/mol
**Highest occupied orbital energy**: -0.3344 Eh
**Energy**: -515.1040 Eh
**SMILES**: CS.O
**Multiplicity**: 1

Record 9
DFT (ωB97M-V with the def2-TZVPD basis set) results for 2 unconnected molecules or ions with the total composition CH6OS.

```
9
Properties=species:S:1:pos:R:3:forces:R:3:lowdin_charge:R:1
S -1.3239 -0.1785 2.8892 1.643 0.068 -2.213 0.40
H -0.6654 -0.0153 1.5892 -1.225 -0.129 2.022 -0.17
H -0.1553 -0.6936 3.3325 -0.362 0.090 0.145 -0.23
C 0.1847 0.3988 -1.5157 -1.769 -3.315 -0.437 -0.17
O 1.1099 0.1073 -0.4756 -0.219 4.646 0.293 -0.11
H -0.6090 1.1640 -1.5124 1.133 0.698 1.539 0.08
H 0.5816 0.4719 -2.5226 0.711 -0.157 0.011 0.07
H -0.4881 -0.4894 -1.4681 0.187 0.286 -0.869 0.08
H 1.3654 -0.7651 -0.3166 -0.097 -2.187 -0.490 0.05
```
Positions in Å, forces in eV/Å.

**HOMO-LUMO gap**: 10.33 eV
**Energy above the lowest of the compared OMol25 structures with the same formula, charge and spin**: 30.5 kcal/mol
**Highest occupied orbital energy**: -0.3534 Eh
**Energy**: -515.0609 Eh
**SMILES**: CO.S
**Multiplicity**: 1

Record 10
DFT (ωB97M-V with the def2-TZVPD basis set) results for 2 unconnected molecules or ions with the total composition CH6OS2.

```
10
Properties=species:S:1:pos:R:3:forces:R:3:lowdin_charge:R:1
C 0.5148 -2.1585 -0.2701 3.204 -2.487 0.072 -0.76
S -1.1686 -1.8662 -0.4397 -2.145 -2.964 -0.405 0.09
S -1.2378 0.3430 -0.5444 2.072 3.011 1.187 -0.11
H 0.7878 -3.2983 -0.4800 -0.667 2.077 0.292 0.03
H 0.7325 -2.0967 0.8671 0.594 0.603 -1.918 0.02
H 1.1978 -1.6055 -1.0621 -1.118 -0.493 2.013 0.05
H -0.0931 0.2973 0.3582 -1.839 0.229 -1.271 -0.21
H -0.2032 3.5948 -0.2673 -0.045 -0.590 0.273 0.01
H -0.0804 3.0601 1.1836 0.668 -1.598 0.522 -0.02
O -0.4498 3.7299 0.6548 -0.726 2.213 -0.765 -0.09
```
Positions in Å, forces in eV/Å.

**HOMO-LUMO gap (alpha / beta)**: 4.12 / 6.56 eV
**Net charge**: -1
**Energy above the lowest of the compared OMol25 structures with the same formula, charge and spin**: 20.6 kcal/mol
**Highest occupied orbital energy (alpha / beta)**: -0.0040 / -0.1069 Eh
**Energy**: -913.2592 Eh
**Multiplicity**: 2
**<S²>**: 0.75

Record 11
DFT (ωB97M-V with the def2-TZVPD basis set) results for 2 unconnected molecules or ions with the total composition CH6OS2.

```
10
Properties=species:S:1:pos:R:3:forces:R:3:lowdin_charge:R:1
S -3.5170 5.4101 -0.4921 -0.030 2.318 1.096 0.22
S -4.3869 4.1971 -1.7601 0.468 -0.658 -2.324 0.24
H -2.6683 4.6840 0.1942 0.674 -0.872 0.135 -0.22
H -5.1076 3.4822 -0.9698 -1.111 -0.788 1.093 -0.24
C 2.9204 -3.0056 0.6736 1.833 -1.039 -0.088 -0.21
O 1.8119 -2.2848 0.2616 -0.478 1.317 -0.791 -0.12
H 3.4204 -3.6478 -0.1300 -0.711 0.901 0.719 0.09
H 3.7491 -2.3332 1.0827 -1.445 -0.709 -0.468 0.10
H 2.5434 -3.6838 1.4298 0.659 -0.363 0.574 0.06
H 1.2345 -2.8182 -0.2898 0.141 -0.108 0.055 0.08
```
Positions in Å, forces in eV/Å.

**HOMO-LUMO gap**: 9.78 eV
**Energy above the lowest of the compared OMol25 structures with the same formula, charge and spin**: 24.4 kcal/mol
**Highest occupied orbital energy**: -0.3374 Eh
**Energy**: -913.2637 Eh
**SMILES**: CO.SS
**Multiplicity**: 1

Record 12
DFT (ωB97M-V with the def2-TZVPD basis set) results for 2 unconnected molecules or ions with the total composition CH6OS2.

```
10
Properties=species:S:1:pos:R:3:forces:R:3:lowdin_charge:R:1
S -2.7384 0.0262 -0.0752 0.095 -0.250 -0.340 0.61
S -3.6190 -1.1691 -1.4642 0.666 1.017 1.201 0.62
H -1.4174 -0.0325 -0.3741 -0.096 -0.259 -0.325 -0.11
H -4.6901 -0.7670 -0.7496 -0.626 -0.489 -0.529 -0.12
C 1.8402 0.4379 0.6779 -0.212 -0.798 0.233 -0.18
O 2.9941 0.5578 -0.1180 -0.029 0.619 0.113 -0.10
H 1.9073 0.9241 1.6518 0.631 0.181 -0.149 0.08
H 0.9388 0.8823 0.2240 0.079 -0.185 -0.316 0.05
H 1.7103 -0.6292 0.8877 -0.557 0.101 0.103 0.08
H 3.0742 -0.2304 -0.6603 0.049 0.063 0.008 0.08
```
Positions in Å, forces in eV/Å.

**HOMO-LUMO gap (alpha / beta)**: 7.21 / 4.21 eV
**Net charge**: +1
**Energy above the lowest of the compared OMol25 structures with the same formula, charge and spin**: 37.0 kcal/mol
**Highest occupied orbital energy (alpha / beta)**: -0.4859 / -0.4859 Eh
**Energy**: -912.9363 Eh
**Multiplicity**: 2
**<S²>**: 0.75